Entry 1:
Density functional theory data (wB97M-V/def2-TZVPD) for C37H26N3OPPd as an isolated structure in a non-equilibrium geometry.

Element x y z (Å)
Pd (-0.702, -0.405, -0.008)
C (2.699, -3.072, 1.709)
C (1.598, -2.201, 1.714)
N (0.720, -2.165, 0.741)
C (0.852, -3.005, -0.313)
C (1.967, -3.871, -0.438)
C (2.894, -3.883, 0.625)
C (2.113, -4.646, -1.608)
C (1.188, -4.523, -2.611)
C (0.058, -3.703, -2.482)
C (-0.183, -2.977, -1.319)
N (-1.281, -2.231, -1.019)
C (-2.506, -2.297, -1.596)
C (-2.986, -3.300, -2.435)
C (-4.243, -3.204, -3.045)
C (-5.065, -2.128, -2.843)
C (-4.694, -1.160, -1.888)
C (-5.527, -0.080, -1.528)
C (-5.177, 0.724, -0.479)
C (-3.978, 0.464, 0.198)
N (-3.131, -0.468, -0.173)
C (-3.450, -1.274, -1.215)
H (3.381, -3.066, 2.549)
H (1.449, -1.509, 2.534)
H (3.760, -4.532, 0.568)
H (2.960, -5.314, -1.704)
H (1.315, -5.085, -3.528)
H (-0.635, -3.626, -3.307)
H (-2.385, -4.178, -2.622)
H (-4.557, -4.003, -3.707)
H (-6.009, -2.031, -3.365)
H (-6.446, 0.084, -2.079)
H (-5.804, 1.546, -0.161)
H (-3.704, 1.049, 1.069)
O (-1.492, 1.521, -1.781)
C (-1.268, 1.538, -0.603)
C (-1.229, 2.586, 0.389)
C (-2.204, 3.593, 0.456)
C (-2.244, 4.432, 1.550)
C (-1.296, 4.323, 2.566)
C (-0.299, 3.358, 2.489)
C (-0.276, 2.473, 1.425)
P (0.834, 1.081, 1.100)
C (2.166, 1.214, 2.337)
C (1.837, 1.078, 3.689)
C (2.824, 1.110, 4.658)
C (4.155, 1.250, 4.287)
C (4.493, 1.354, 2.946)
C (3.506, 1.329, 1.971)
C (1.695, 1.674, -0.420)
C (2.080, 3.009, -0.535)
C (2.587, 3.489, -1.732)
C (2.720, 2.635, -2.819)
C (2.366, 1.300, -2.705)
C (1.853, 0.820, -1.509)
H (-2.924, 3.681, -0.349)
H (-3.010, 5.195, 1.618)
H (-1.339, 4.991, 3.415)
H (0.452, 3.286, 3.265)
H (0.796, 0.949, 3.969)
H (2.563, 1.019, 5.705)
H (4.928, 1.271, 5.045)
H (5.531, 1.456, 2.657)
H (3.772, 1.412, 0.926)
H (1.956, 3.671, 0.314)
H (2.856, 4.534, -1.820)
H (3.088, 3.019, -3.762)
H (2.468, 0.640, -3.556)
H (1.566, -0.223, -1.423)

DFT total energy ... -2134.2700 Eh
2S+1 ... 3
Expectation value of S² ... 2.016

What are the Löwdin partial charges on each atom? They are as follows, in elementary charge units: number 1, Pd, carries 0.7675; number 2, C, carries -0.0484; number 3, C, carries -0.1441; number 4, N, carries 0.0377; number 5, C, carries -0.1658; number 6, C, carries -0.1632; number 7, C, carries -0.0105; number 8, C, carries -0.0630; number 9, C, carries -0.0848; number 10, C, carries -0.0314; number 11, C, carries -0.2307; number 12, N, carries -0.0133; number 13, C, carries -0.2153; number 14, C, carries -0.0335; number 15, C, carries -0.0888; number 16, C, carries -0.0655; number 17, C, carries -0.1606; number 18, C, carries -0.0104; number 19, C, carries -0.0524; number 20, C, carries -0.1472; number 21, N, carries 0.0593; number 22, C, carries -0.1508; number 23, H, carries 0.1041; number 24, H, carries 0.0900; number 25, H, carries 0.1168; number 26, H, carries 0.1050; number 27, H, carries 0.1039; number 28, H, carries 0.0960; number 29, H, carries 0.0910; number 30, H, carries 0.1029; number 31, H, carries 0.1040; number 32, H, carries 0.1160; number 33, H, carries 0.1025; number 34, H, carries 0.1105; number 35, O, carries 0.0802; number 36, C, carries -0.4100; number 37, C, carries -0.2436; number 38, C, carries -0.0251; number 39, C, carries -0.0792; number 40, C, carries -0.0729; number 41, C, carries -0.0743; number 42, C, carries -0.3161; number 43, P, carries 1.0342; number 44, C, carries -0.3601; number 45, C, carries -0.1284; number 46, C, carries -0.0832; number 47, C, carries -0.0871; number 48, C, carries -0.0762; number 49, C, carries -0.0765; number 50, C, carries -0.3704; number 51, C, carries -0.0866; number 52, C, carries -0.0725; number 53, C, carries -0.0790; number 54, C, carries -0.0684; number 55, C, carries -0.0967; number 56, H, carries 0.1209; number 57, H, carries 0.1040; number 58, H, carries 0.1030; number 59, H, carries 0.0972; number 60, H, carries 0.1098; number 61, H, carries 0.1047; number 62, H, carries 0.1024; number 63, H, carries 0.1051; number 64, H, carries 0.1009; number 65, H, carries 0.1149; number 66, H, carries 0.1041; number 67, H, carries 0.1032; number 68, H, carries 0.1075; number 69, H, carries 0.0866

Entry 2:
Density functional theory data (wB97M-V/def2-TZVPD) for C50H36CoFN10OS as an isolated structure in a non-equilibrium geometry.

Element x y z (Å)
Co (0.032, 0.704, 0.292)
C (2.036, -1.973, 6.595)
C (2.910, -2.856, 5.914)
C (2.653, -3.254, 4.624)
C (1.506, -2.754, 3.990)
C (1.007, -2.928, 2.670)
N (1.496, -3.658, 1.685)
C (0.852, -3.563, 0.544)
C (1.154, -4.377, -0.582)
C (2.163, -5.328, -0.781)
C (2.214, -5.973, -1.995)
C (1.282, -5.668, -3.018)
C (0.282, -4.745, -2.822)
C (0.203, -4.112, -1.570)
C (-0.694, -3.114, -1.110)
N (-1.700, -2.717, -1.891)
C (-2.136, -1.487, -1.682)
N (-1.412, -0.660, -0.889)
C (-2.210, 0.266, -0.390)
N (-1.776, 0.717, 0.838)
C (-0.946, -1.979, 1.331)
N (-1.066, -0.359, 1.593)
C (-1.998, -0.465, 2.750)
N (-1.515, -0.815, 3.948)
C (-0.403, -1.512, 3.772)
N (-0.143, -2.188, 2.557)
C (0.634, -1.875, 4.670)
C (0.901, -1.487, 5.992)
C (-3.091, -1.340, 2.239)
C (-4.438, -1.452, 2.509)
C (-5.129, -2.553, 1.999)
C (-4.474, -3.535, 1.272)
C (-3.103, -3.439, 1.020)
C (-2.428, -2.333, 1.486)
C (-3.482, 0.256, -1.097)
C (-4.606, 1.079, -1.088)
C (-5.657, 0.766, -1.934)
C (-5.610, -0.371, -2.756)
C (-4.511, -1.215, -2.748)
C (-3.429, -0.885, -1.935)
N (-0.274, -2.764, 0.250)
H (2.279, -1.668, 7.606)
H (3.798, -3.215, 6.420)
H (3.312, -3.939, 4.102)
H (2.878, -5.535, 0.009)
H (2.983, -6.715, -2.181)
H (1.364, -6.178, -3.971)
H (-0.426, -4.496, -3.602)
H (0.225, -0.812, 6.505)
H (-4.938, -0.701, 3.109)
H (-6.193, -2.649, 2.181)
H (-5.029, -4.384, 0.891)
H (-2.587, -4.211, 0.458)
H (-4.651, 1.941, -0.433)
H (-6.530, 1.407, -1.970)
H (-6.447, -0.589, -3.412)
H (-4.490, -2.110, -3.359)
C (5.194, -2.275, -1.014)
C (5.696, -1.062, -1.792)
C (4.625, 0.014, -1.942)
N (4.409, 0.741, -0.694)
C (3.369, 0.617, 0.120)
S (2.024, -0.339, -0.205)
N (3.389, 1.328, 1.310)
C (4.405, 1.981, 2.005)
O (4.135, 2.844, 2.797)
C (5.814, 1.507, 1.835)
C (6.833, 2.449, 1.774)
C (8.155, 2.034, 1.700)
C (8.460, 0.679, 1.716)
C (7.441, -0.261, 1.799)
C (6.119, 0.151, 1.854)
H (5.989, -3.014, -0.876)
H (4.372, -2.758, -1.546)
H (4.815, -1.995, -0.025)
H (6.015, -1.369, -2.792)
H (6.570, -0.626, -1.293)
H (3.674, -0.424, -2.235)
H (4.920, 0.740, -2.701)
H (5.182, 1.303, -0.373)
H (2.467, 1.494, 1.688)
H (6.575, 3.502, 1.781)
H (8.948, 2.769, 1.641)
H (9.492, 0.355, 1.670)
H (7.675, -1.319, 1.823)
H (5.321, -0.582, 1.925)
F (4.141, 5.949, 1.119)
C (3.204, 5.079, 0.649)
C (2.004, 4.952, 1.314)
C (1.048, 4.072, 0.818)
C (1.270, 3.301, -0.334)
C (0.258, 2.350, -0.854)
C (2.509, 3.471, -0.967)
C (3.476, 4.350, -0.486)
H (1.826, 5.527, 2.214)
H (0.099, 3.962, 1.335)
H (0.499, 2.050, -1.877)
H (-0.746, 2.784, -0.835)
H (2.706, 2.906, -1.875)
H (4.432, 4.474, -0.987)

DFT total energy ... -4430.5065 Eh
Net charge ... -1
2S+1 ... 2
Expectation value of S² ... 1.085

Here are the Löwdin charges for atoms 1 to 99, given in e: number 1, Co, carries 0.2469; number 2, C, carries -0.1014; number 3, C, carries -0.1122; number 4, C, carries -0.0329; number 5, C, carries -0.1073; number 6, C, carries -0.2229; number 7, N, carries 0.1878; number 8, C, carries -0.2439; number 9, C, carries -0.1267; number 10, C, carries -0.0328; number 11, C, carries -0.1118; number 12, C, carries -0.1003; number 13, C, carries -0.0247; number 14, C, carries -0.1264; number 15, C, carries -0.2262; number 16, N, carries 0.1894; number 17, C, carries -0.3008; number 18, N, carries 0.1175; number 19, C, carries -0.3177; number 20, N, carries 0.0071; number 21, C, carries -0.1479; number 22, N, carries -0.0611; number 23, C, carries -0.2171; number 24, N, carries 0.1733; number 25, C, carries -0.2376; number 26, N, carries 0.1407; number 27, C, carries -0.1021; number 28, C, carries -0.0274; number 29, C, carries -0.1082; number 30, C, carries -0.0192; number 31, C, carries -0.0872; number 32, C, carries -0.0829; number 33, C, carries -0.0105; number 34, C, carries -0.0772; number 35, C, carries -0.0907; number 36, C, carries -0.0278; number 37, C, carries -0.1082; number 38, C, carries -0.1050; number 39, C, carries -0.0301; number 40, C, carries -0.0977; number 41, N, carries 0.1570; number 42, H, carries 0.0914; number 43, H, carries 0.0871; number 44, H, carries 0.1068; number 45, H, carries 0.1077; number 46, H, carries 0.0873; number 47, H, carries 0.0908; number 48, H, carries 0.1038; number 49, H, carries 0.1088; number 50, H, carries 0.1110; number 51, H, carries 0.0955; number 52, H, carries 0.0963; number 53, H, carries 0.1153; number 54, H, carries 0.1093; number 55, H, carries 0.0891; number 56, H, carries 0.0904; number 57, H, carries 0.1070; number 58, C, carries -0.1001; number 59, C, carries -0.2347; number 60, C, carries -0.1951; number 61, N, carries 0.0401; number 62, C, carries -0.7217; number 63, S, carries 0.8424; number 64, N, carries 0.1292; number 65, C, carries -0.4068; number 66, O, carries 0.1289; number 67, C, carries -0.1682; number 68, C, carries -0.0160; number 69, C, carries -0.0727; number 70, C, carries -0.0829; number 71, C, carries -0.0727; number 72, C, carries -0.0325; number 73, H, carries 0.0716; number 74, H, carries 0.0748; number 75, H, carries 0.0554; number 76, H, carries 0.1067; number 77, H, carries 0.0977; number 78, H, carries 0.0869; number 79, H, carries 0.1195; number 80, H, carries 0.1319; number 81, H, carries 0.1287; number 82, H, carries 0.1240; number 83, H, carries 0.1030; number 84, H, carries 0.1013; number 85, H, carries 0.1077; number 86, H, carries 0.1226; number 87, F, carries 0.0229; number 88, C, carries -0.3173; number 89, C, carries -0.0246; number 90, C, carries -0.0447; number 91, C, carries -0.3251; number 92, C, carries -0.1980; number 93, C, carries -0.0776; number 94, C, carries -0.0385; number 95, H, carries 0.1163; number 96, H, carries 0.1154; number 97, H, carries 0.0461; number 98, H, carries 0.0477; number 99, H, carries 0.1062

Entry 3:
Density functional theory data (wB97M-V/def2-TZVPD) for one molecule with the formula C4H6N2O in a non-equilibrium geometry.

Element x y z (Å)
C (1.973, 0.072, 1.828)
N (1.114, -0.435, 0.996)
N (-0.226, -0.556, 1.240)
C (-0.914, -0.329, -0.009)
C (-0.431, 0.163, -1.164)
C (-1.256, 0.720, -2.283)
O (-2.445, 0.630, -2.209)
H (1.659, 0.594, 2.830)
H (3.027, 0.153, 1.672)
H (-0.476, -1.474, 1.592)
H (-1.881, -0.854, -0.017)
H (0.626, 0.295, -1.272)
H (-0.768, 1.020, -3.203)

SMILES ... C=NN/C=C/C=O
DFT total energy ... -340.6487 Eh

What are the Löwdin partial charges on each atom? They are as follows, in elementary charge units: number 1, C, carries 0.0017; number 2, N, carries -0.0971; number 3, N, carries -0.0521; number 4, C, carries -0.1031; number 5, C, carries -0.0762; number 6, C, carries -0.2831; number 7, O, carries 0.0293; number 8, H, carries 0.0987; number 9, H, carries 0.0481; number 10, H, carries 0.1299; number 11, H, carries 0.1260; number 12, H, carries 0.0720; number 13, H, carries 0.1058